Here is a molecular structure, C15H18Cl3N7Pd from the OMol25 dataset. Energies are from ωB97M-V/def2-TZVPD.

Output
HOMO level   -15.40 eV
Energy above the lowest of the compared OMol25 structures with the same formula, charge and spin   24.6 kcal per mole
LUMO level   -0.2980 Eh
Gap between HOMO and LUMO   0.2679 Eh

ORCA input file:
```
! RIJCOSX wB97M-V def2-TZVPD def2/J DEFGRID3
* xyz 2 1
Pd -0.0332 -0.1743 -0.2038
N -3.0315 -1.4113 0.8775
C -2.4516 -0.7371 1.8812
N -3.0891 -0.7055 3.0356
C -2.4815 -0.0349 4.0188
N -3.0919 0.0611 5.1880
N -1.2598 0.5574 3.9080
C -0.7243 0.4833 2.7254
N -1.2610 -0.1204 1.6444
C 0.6017 1.1273 2.5239
C 1.2493 1.7751 3.5600
C 2.4856 2.3536 3.3143
C 3.0280 2.2674 2.0429
C 2.3160 1.6038 1.0591
N 1.1275 1.0415 1.2921
H -3.8958 -1.8916 1.0676
H -2.5642 -1.5726 0.0056
H -3.9929 -0.3678 5.3191
H -2.6537 0.5584 5.9444
H 0.7772 1.8157 4.5300
H 3.0165 2.8648 4.1058
H 3.9870 2.7062 1.8073
H 2.7074 1.5186 0.0537
Cl 3.3050 -4.4717 0.4194
C 1.6011 -4.4005 0.8558
Cl 0.6456 -5.5668 -0.0543
Cl 1.3627 -4.5743 2.5915
C 1.1126 -3.0599 0.4844
N 0.7241 -2.0231 0.2069
C -0.5937 0.0849 -4.2084
C -0.3282 0.5751 -2.7824
C -1.6199 1.0257 -2.0628
C 0.6822 1.7585 -2.8095
C 0.3045 -0.4611 -1.9541
H -1.0136 0.9087 -4.7873
H -1.3073 -0.7389 -4.2258
H 0.3272 -0.2359 -4.6945
H -2.0364 1.8841 -2.5897
H -1.4537 1.3807 -1.0236
H -2.3653 0.2325 -2.0474
H 0.2307 2.5541 -3.4023
H 1.6229 1.4737 -3.2802
H 0.8865 2.1452 -1.8108
H 0.8930 -1.2987 -2.3286
*
```

natural (NBO) atomic charge list, values in e, 4 entries: Pd 1.00; N -0.76; C 0.62; N -0.55